{
  "formula": "C13H27F2N5O6PS",
  "method": "ωB97M-V/def2-TZVPD",
  "elements": ["C", "C", "N", "C", "N", "C", "C", "N", "N", "C", "C", "O", "F", "C", "F", "C", "C", "P", "N", "O", "O", "H", "H", "H", "H", "H", "H", "H", "H", "H", "H", "H", "H", "H", "H", "H", "H", "H", "H", "H", "O", "S", "O", "O", "C", "C", "C", "H", "H", "H", "H", "H", "H", "H", "H"],
  "coordinates": [[3.10785, -1.26311, 2.06591], [2.48028, -0.40028, 1.47818], [1.60153, 0.61590, 0.87740], [0.97274, 1.37222, 1.98531], [1.19502, 0.85163, 3.31252], [2.19601, 1.64393, 4.09749], [3.31480, 2.35210, 3.23128], [4.28058, 3.03018, 4.17124], [0.24566, 2.44597, 1.72434], [-0.36946, 3.22551, 2.85347], [-1.58366, 2.48794, 3.54130], [-1.50104, 2.28268, 4.72995], [-2.73432, 2.05377, 2.89586], [0.00354, 2.98602, 0.36473], [0.48854, 4.33769, 0.27798], [-1.55094, 3.04062, -0.02966], [-1.77218, 2.80065, -1.60859], [0.38821, -0.32897, -0.01910], [0.50997, 0.11217, -1.53856], [0.81310, -1.95836, 0.00839], [-1.18790, -0.09903, 0.54725], [3.40275, -2.11017, 2.73994], [0.31891, 0.68878, 3.82121], [2.72449, 0.90238, 4.78921], [1.63337, 2.34727, 4.79548], [2.92428, 3.18799, 2.56064], [3.91583, 1.57062, 2.67944], [4.20134, 2.64745, 5.11676], [5.22347, 2.92711, 3.79013], [0.40136, 3.55495, 3.61549], [-0.78447, 4.19576, 2.41406], [0.51838, 2.42405, -0.46832], [-2.10686, 2.21024, 0.49518], [-2.02913, 4.01488, 0.32013], [-2.11558, 3.77144, -2.09207], [-2.52183, 1.96133, -1.75066], [-0.80223, 2.53235, -2.14409], [-0.38599, 0.47808, -1.88043], [0.72532, -2.23271, -0.93843], [-1.70759, -0.83421, 0.13439], [-0.72163, -5.73679, -2.85279], [-0.71266, -4.45013, -3.48535], [-1.13242, -3.25860, -2.79136], [-1.50504, -4.54576, -4.87922], [-2.85520, -5.02634, -4.86670], [-3.81869, -3.98633, -4.32680], [0.89610, -4.15819, -4.15854], [-2.92343, -5.95998, -4.30280], [-3.11834, -5.25480, -5.90074], [-3.63108, -3.78570, -3.27033], [-4.85070, -4.32860, -4.42448], [-3.70412, -3.04064, -4.86118], [1.21254, -5.03830, -4.71546], [1.57555, -3.97561, -3.32633], [0.85495, -3.28102, -4.80267]],
  "nbo_charge": [-0.161, 0.079, -0.730, 0.808, -0.679, -0.241, -0.266, -0.834, -0.364, -0.350, 0.837, -0.487, -0.312, 0.315, -0.349, -0.467, -0.629, 2.255, -1.319, -0.943, -0.971, 0.285, 0.428, 0.233, 0.207, 0.196, 0.217, 0.365, 0.379, 0.291, 0.291, 0.262, 0.243, 0.242, 0.243, 0.229, 0.223, 0.389, 0.548, 0.539, -0.919, 2.371, -0.963, -0.712, -0.080, -0.640, -0.882, 0.200, 0.204, 0.217, 0.225, 0.216, 0.262, 0.245, 0.258],
  "charge": 1,
  "homo_lumo_gap_ev": 7.70,
  "total_energy_ev": -59202.2719
}

{
  "formula": "C2HClO2",
  "method": "ωB97M-V/def2-TZVPD",
  "elements": ["C", "C", "O", "O", "Cl", "H"],
  "coordinates": [[2.13002, 0.10560, 0.91691], [-2.14099, -0.52032, -0.59566], [-1.61767, -1.50813, -0.80877], [-2.64609, 0.49052, -0.35270], [2.06397, 0.43603, -0.71993], [2.21076, 0.99628, 1.56015]],
  "nbo_charge": [-0.183, 1.020, -0.500, -0.521, 0.068, 0.116],
  "homo_lumo_gap_ev": [8.19, 8.19],
  "relative_energy_kj_mol": 223.2,
  "total_energy_ev": -18704.4967
}

{
  "formula": "C2H3O2S2",
  "method": "ωB97M-V/def2-TZVPD",
  "elements": ["C", "C", "O", "O", "S", "S", "H", "H", "H"],
  "coordinates": [[0.27782, 0.70784, 0.56904], [0.25361, -0.07594, -0.65369], [-1.26245, -2.01223, 0.65445], [-0.98511, -0.22807, -1.29410], [0.79944, 2.38673, 0.21235], [-0.62782, -1.76572, -0.62269], [-0.70350, 0.77072, 1.18865], [0.99205, 0.22472, 1.21646], [1.25595, -0.00805, -1.27046]],
  "nbo_charge": [-0.619, 0.005, -0.948, -0.656, -0.656, 1.255, 0.221, 0.194, 0.204],
  "charge": -1,
  "homo_lumo_gap_ev": 5.92,
  "relative_energy_kj_mol": 261.8,
  "total_energy_ev": -27887.1665
}

{
  "formula": "C25H20Br2IIrN2O4",
  "method": "ωB97M-V/def2-TZVPD",
  "elements": ["Ir", "C", "C", "O", "C", "C", "C", "N", "N", "C", "O", "C", "C", "C", "C", "C", "C", "H", "H", "H", "H", "H", "H", "H", "H", "H", "H", "H", "H", "Br", "C", "C", "C", "C", "C", "C", "I", "H", "H", "H", "H", "Br", "C", "C", "C", "C", "C", "C", "C", "O", "O", "H", "H", "H", "H"],
  "coordinates": [[1.25722, -0.66036, 0.08651], [-2.29011, -3.17677, 0.85066], [-1.53164, -1.90922, 0.63081], [-0.31228, -1.90715, 0.93872], [-2.24264, -0.78374, 0.10268], [-1.76336, 0.47994, -0.10362], [-2.67979, 1.56682, -0.57729], [-0.45126, 0.79798, 0.12022], [-0.13606, 2.06359, 0.06374], [1.20554, 2.27959, 0.12013], [2.05468, 1.33930, 0.12659], [1.66176, 3.66555, 0.15202], [0.75310, 4.72556, 0.20460], [1.22033, 6.02714, 0.20814], [2.58666, 6.27776, 0.15675], [3.49368, 5.22372, 0.10398], [3.03496, 3.92084, 0.10473], [-1.60431, -3.97683, 1.11087], [-2.84113, -3.43936, -0.05463], [-3.01389, -3.03727, 1.65676], [-3.29140, -0.94202, -0.10839], [-3.65947, 1.16345, -0.81574], [-2.25658, 2.06107, -1.45043], [-2.78302, 2.32426, 0.20078], [-0.30807, 4.51936, 0.24309], [0.52006, 6.85224, 0.25332], [2.94744, 7.29852, 0.16169], [4.55648, 5.42516, 0.06072], [3.72501, 3.08811, 0.05721], [3.08622, 1.40029, 3.41275], [4.48206, 0.99460, 2.21238], [5.48296, 1.93532, 2.02082], [6.53426, 1.66724, 1.15641], [6.59353, 0.46428, 0.47079], [5.60056, -0.48568, 0.65578], [4.55601, -0.20855, 1.52177], [3.08646, -1.69293, 1.76660], [5.43934, 2.86811, 2.56700], [7.32136, 2.40021, 1.03173], [7.41312, 0.24872, -0.20093], [5.64457, -1.43292, 0.13488], [-0.78804, -5.38614, -3.61590], [-1.10700, -3.54294, -3.87320], [-1.99818, -3.24074, -4.89310], [-2.30263, -1.92696, -5.20678], [-1.71451, -0.89169, -4.50113], [-0.83170, -1.18893, -3.47910], [-0.50644, -2.50881, -3.13845], [0.47620, -2.71449, -2.00307], [0.67880, -3.76056, -1.45906], [1.10590, -1.58020, -1.62671], [-2.45215, -4.04863, -5.45058], [-2.99556, -1.71873, -6.01252], [-1.93067, 0.13921, -4.75319], [-0.36926, -0.38911, -2.92081]],
  "nbo_charge": [1.543, -0.703, 0.586, -0.657, -0.369, 0.289, -0.665, -0.351, -0.293, 0.619, -0.693, -0.104, -0.149, -0.219, -0.151, -0.205, -0.176, 0.255, 0.254, 0.256, 0.238, 0.234, 0.246, 0.253, 0.235, 0.230, 0.229, 0.225, 0.233, 0.110, -0.115, -0.247, -0.125, -0.212, -0.215, -0.203, 0.402, 0.244, 0.227, 0.238, 0.240, 0.119, -0.061, -0.240, -0.162, -0.227, -0.175, -0.161, 0.758, -0.537, -0.759, 0.240, 0.229, 0.224, 0.217],
  "charge": 1,
  "spin_multiplicity": 6,
  "homo_lumo_gap_ev": [7.91, 5.60],
  "relative_energy_kj_mol": 64.0,
  "total_energy_ev": -188434.5443
}

{
  "formula": "C2H35HgO16",
  "method": "ωB97M-V/def2-TZVPD",
  "elements": ["Hg", "C", "C", "O", "H", "H", "H", "H", "H", "O", "H", "H", "O", "H", "H", "O", "H", "H", "O", "H", "H", "O", "H", "H", "O", "H", "H", "O", "H", "H", "O", "H", "H", "O", "H", "H", "O", "H", "H", "O", "H", "H", "O", "H", "H", "O", "H", "H", "O", "H", "H", "O", "H", "H"],
  "coordinates": [[-3.16180, 2.08501, 0.51892], [0.52347, -0.61203, 0.11105], [-0.62732, 0.11339, 0.77540], [-1.49427, 0.68080, -0.20577], [0.30558, -1.63315, -0.07675], [1.31973, -0.55127, 0.80570], [0.87674, -0.08349, -0.79731], [-0.25377, 0.99359, 1.26366], [-1.25962, -0.60103, 1.34672], [2.11784, 1.22413, 3.08995], [2.64612, 1.28419, 3.87330], [2.76528, 0.96831, 2.47008], [-0.89229, -3.96570, -1.32085], [-0.13473, -4.03153, -1.89657], [-1.67427, -4.26047, -1.86375], [-0.11491, 1.82693, -2.30510], [-0.53832, 1.39033, -1.55682], [-0.81376, 2.18845, -2.84057], [-1.96053, 2.38805, 2.65532], [-1.22354, 1.89878, 2.90184], [-1.76342, 3.34153, 2.72973], [-0.87113, -0.78810, -3.69287], [-1.32435, -0.22431, -4.29373], [-1.34386, -0.48908, -2.89374], [-1.15167, 3.44916, -0.13248], [-1.44045, 4.38070, -0.08699], [-0.74917, 3.49298, -0.97670], [0.00532, -0.03388, 4.25546], [0.73630, 0.32849, 3.75248], [-0.08903, -0.96792, 3.98963], [1.26802, 3.29916, 1.40109], [1.41878, 2.64766, 2.06416], [0.46209, 2.96238, 1.05294], [1.03926, -2.90269, -2.91830], [0.40147, -2.16405, -3.02652], [1.80344, -2.66375, -2.36876], [-2.24883, -1.63093, -1.10815], [-1.92890, -0.94338, -0.52784], [-1.60894, -2.32092, -1.11977], [1.63818, 0.49013, -3.99458], [1.46905, 1.29941, -4.51388], [0.88244, 0.51857, -3.42518], [-0.53306, -2.52849, 2.99296], [-1.18976, -3.00677, 2.50378], [0.08049, -2.17735, 2.37760], [2.99654, -1.56688, -1.36913], [3.03106, -0.63832, -1.36223], [2.90109, -1.72695, -0.42658], [-4.31473, 0.01847, 0.25398], [-5.27240, -0.19598, 0.18903], [-3.77428, -0.67188, -0.18667], [4.05911, 0.08050, 1.50807], [4.83817, -0.36912, 1.78480], [4.16753, 0.39832, 0.61994]],
  "nbo_charge": [1.572, -0.655, -0.112, -0.951, 0.226, 0.217, 0.229, 0.155, 0.182, -0.979, 0.494, 0.506, -0.986, 0.515, 0.483, -0.977, 0.500, 0.464, -0.976, 0.522, 0.505, -0.940, 0.472, 0.476, -0.965, 0.491, 0.517, -0.997, 0.478, 0.491, -0.944, 0.479, 0.450, -0.999, 0.497, 0.502, -1.016, 0.474, 0.506, -0.944, 0.455, 0.479, -0.941, 0.490, 0.467, -0.919, 0.469, 0.467, -1.020, 0.521, 0.547, -0.971, 0.500, 0.490],
  "charge": 1,
  "homo_lumo_gap_ev": 5.58,
  "relative_energy_kj_mol": 58.4,
  "total_energy_ev": -39568.1280
}

{
  "formula": "C28H38FNO8S3",
  "method": "ωB97M-V/def2-TZVPD",
  "elements": ["C", "C", "C", "C", "N", "C", "C", "C", "C", "C", "C", "C", "F", "C", "O", "S", "O", "O", "O", "C", "S", "S", "C", "C", "C", "H", "H", "H", "H", "H", "H", "H", "H", "H", "H", "H", "H", "H", "H", "H", "H", "H", "H", "H", "H", "H", "H", "H", "H", "H", "H", "H", "H", "H", "H", "O", "C", "C", "C", "C", "O", "C", "C", "H", "H", "H", "H", "O", "C", "C", "C", "C", "O", "C", "C", "H", "H", "H", "H"],
  "coordinates": [[-3.68579, 2.72118, -5.96172], [-2.27091, 3.03858, -5.48537], [-1.79424, 2.04021, -4.43111], [-0.36023, 2.30323, -3.95770], [-0.15813, 2.19958, -2.49870], [1.28077, 2.37430, -2.15782], [2.09908, 1.09254, -2.24920], [1.74083, 0.06820, -1.14678], [1.01573, -1.21062, -1.62101], [-0.10017, -1.71783, -0.69441], [-1.48148, -1.57377, -1.34189], [-1.69036, -2.52399, -2.51922], [-1.80950, -1.81410, -3.71575], [0.15453, -3.12879, -0.17271], [-0.74326, -3.22723, 0.96654], [-0.71468, -1.84410, 1.74247], [0.27040, -1.87102, 2.77523], [-2.04962, -1.49121, 2.06280], [-0.11768, -0.97548, 0.56426], [-0.99678, 2.96240, -1.67474], [-1.25408, 2.53579, -0.11741], [-1.61262, 4.45371, -2.37966], [-3.10293, 4.81734, -1.43230], [-3.16985, 6.25534, -0.88782], [-1.86441, 6.79595, -0.28065], [-3.69830, 1.76614, -6.49006], [-4.36366, 2.63602, -5.10950], [-4.06404, 3.49096, -6.63355], [-1.58848, 2.97895, -6.34004], [-2.20616, 4.05606, -5.09633], [-1.84911, 1.05353, -4.88531], [-2.48697, 2.02169, -3.58587], [0.29033, 1.54012, -4.38946], [0.00570, 3.26334, -4.34706], [1.32899, 2.73158, -1.13137], [1.67753, 3.14379, -2.83008], [3.15065, 1.36724, -2.14324], [2.00316, 0.64939, -3.24397], [2.67503, -0.23917, -0.67656], [1.15128, 0.57492, -0.38570], [0.60204, -1.05340, -2.61777], [1.75805, -2.00813, -1.71810], [-2.27718, -1.68481, -0.60596], [-1.54899, -0.55132, -1.72383], [-0.83805, -3.19220, -2.66252], [-2.60129, -3.10943, -2.40632], [-0.12372, -3.92263, -0.85843], [1.17420, -3.25116, 0.19579], [-3.94446, 4.64001, -2.10409], [-3.17896, 4.10450, -0.61407], [-3.93453, 6.24221, -0.10891], [-3.54687, 6.91406, -1.67047], [-1.49030, 7.65055, -0.84249], [-1.08798, 6.03260, -0.24603], [-2.02938, 7.12864, 0.74391], [1.01292, 1.70691, 6.20447], [1.88067, 0.86855, 6.09229], [1.67211, -0.36141, 5.28750], [2.62932, -1.27722, 5.16888], [3.94455, -1.11180, 5.83398], [4.81813, -1.94602, 5.72561], [4.15400, 0.11843, 6.64029], [3.19862, 1.03583, 6.75937], [0.71034, -0.46908, 4.80317], [2.49800, -2.17841, 4.58321], [5.12138, 0.21656, 7.11643], [3.32654, 1.94054, 7.34016], [2.61689, -5.04216, 1.24500], [2.13679, -5.62444, 2.19812], [1.26176, -4.91710, 3.16288], [0.69953, -5.56203, 4.18165], [0.93993, -7.00987, 4.40342], [0.43110, -7.60174, 5.32980], [1.83248, -7.71200, 3.44324], [2.38742, -7.06985, 2.41934], [1.10658, -3.86196, 2.97806], [0.05000, -5.06985, 4.89473], [1.99361, -8.76645, 3.62794], [3.03416, -7.55968, 1.70248]],
  "mulliken_charge": [-1.364, -0.344, -0.771, -1.207, 0.730, -1.078, -1.040, -0.338, -1.446, 1.155, -0.784, -0.492, -0.319, -0.875, -0.305, 1.259, -0.450, -0.676, -0.470, -0.130, -0.254, -0.179, -0.695, -0.446, -0.956, 0.334, 0.322, 0.379, 0.297, 0.341, 0.523, 0.363, 0.429, 0.445, 0.591, 0.372, 0.384, 0.449, 0.552, 0.331, 0.489, 0.454, 0.486, 0.046, 0.328, 0.334, 0.367, 0.626, 0.338, 0.391, 0.332, 0.314, 0.249, 0.279, 0.321, -0.543, 0.248, -0.253, -0.305, 0.318, -0.554, -0.388, -0.425, 0.525, 0.535, 0.406, 0.410, -0.573, 0.253, 0.187, -0.417, 0.248, -0.551, -0.451, -0.399, 0.403, 0.488, 0.413, 0.434],
  "homo_lumo_gap_ev": 7.02,
  "total_energy_ev": -82742.4714,
  "smiles": "CCCCN(CCCC[C@@]1(CCF)COS(=O)(=O)O1)C(=S)SCCC.O=C1C=CC(=O)C=C1.O=C1C=CC(=O)C=C1"
}